{"formula": "C61H140F24N7O2P4", "method": "the ωB97M-V functional and the def2-TZVPD basis", "e_lumo_ev": -5.249, "e_homo_ha": -0.554, "largest_force_ev_per_a": 4.7, "mol_weight_da": 1583.69, "charge": 3, "e_tot_ha": -6704.08554, "gap_ev": 9.8, "species": ["H", "H", "H", "H", "F", "C", "H", "H", "C", "H", "H", "H", "H", "C", "C", "F", "H", "H", "C", "C", "C", "H", "H", "H", "C", "H", "H", "H", "H", "H", "C", "F", "H", "H", "H", "F", "H", "H", "H", "C", "H", "F", "H", "C", "F", "C", "H", "C", "H", "C", "C", "C", "C", "H", "C", "H", "C", "H", "H", "H", "C", "F", "H", "H", "H", "C", "C", "F", "N", "F", "C", "H", "C", "H", "C", "H", "F", "H", "H", "C", "H", "F", "C", "H", "H", "F", "H", "F", "H", "O", "H", "C", "C", "F", "H", "H", "H", "H", "H", "H", "C", "H", "H", "H", "H", "H", "C", "H", "H", "H", "H", "C", "C", "H", "H", "H", "H", "H", "H", "C", "C", "H", "F", "H", "H", "H", "H", "F", "C", "C", "H", "H", "C", "H", "H", "N", "C", "C", "H", "H", "H", "P", "H", "C", "H", "H", "H", "H", "H", "C", "H", "F", "C", "H", "H", "P", "N", "H", "H", "H", "H", "F", "H", "C", "H", "H", "C", "H", "C", "H", "H", "C", "H", "C", "N", "H", "H", "H", "F", "H", "H", "H", "H", "H", "H", "H", "H", "C", "N", "N", "F", "C", "H", "C", "H", "N", "C", "P", "H", "H", "H", "C", "H", "H", "H", "H", "H", "H", "H", "F", "H", "C", "H", "C", "C", "P", "H", "H", "H", "C", "H", "H", "C", "C", "F", "O", "H", "H", "H", "H", "F", "H", "H", "F", "H", "C", "H", "C"], "coordinates": [[3.912, -5.275, -2.266], [1.385, 5.859, -6.205], [0.027, 3.354, -3.106], [-4.705, 4.458, 4.955], [0.943, 1.849, 6.137], [-4.845, -2.363, 3.425], [-3.918, -2.382, -1.888], [-1.084, -1.418, 5.662], [-0.514, -5.063, -4.907], [1.578, 2.228, 2.543], [-6.165, 0.347, -5.365], [-0.056, 3.197, 4.247], [3.574, -3.594, 1.101], [-1.281, -4.039, -4.024], [1.575, -0.702, 0.842], [-0.139, -3.412, 1.971], [1.221, 0.904, -2.137], [2.597, 0.816, 2.708], [5.035, 3.377, 1.940], [1.505, -6.261, -1.203], [-4.184, 6.597, 3.048], [-6.894, -2.554, 2.351], [5.667, -4.826, 0.451], [7.821, -5.274, -0.798], [1.652, 0.744, -1.148], [-1.910, -0.579, -0.902], [0.812, 4.431, 2.312], [0.515, 0.447, 4.075], [2.369, 0.941, -6.787], [-1.360, 6.401, 2.232], [-6.088, -0.630, -5.841], [1.674, 3.021, 7.990], [3.050, 1.182, -5.216], [-2.571, -0.655, 5.955], [2.235, 3.437, -5.235], [-2.392, 4.624, -1.642], [-1.702, 4.371, 5.743], [-1.662, 4.804, 1.855], [0.756, -1.390, 1.055], [7.969, -7.219, 0.150], [-0.363, -1.114, -2.592], [-2.312, -4.128, 2.603], [7.832, -6.826, 1.157], [-1.575, -0.450, 5.562], [3.077, 2.664, 6.050], [-5.207, 2.495, 4.214], [-5.908, -0.100, 1.957], [5.559, -0.763, 3.884], [-1.285, 0.329, 6.266], [-1.256, -0.586, -2.926], [-1.203, 5.403, 2.642], [-4.726, -1.399, -5.703], [-5.828, -2.367, 2.220], [-4.520, 8.643, 3.870], [1.228, 3.185, -5.568], [1.820, -5.059, -2.951], [1.865, -0.669, -0.692], [5.680, -7.195, -1.693], [-6.971, 1.534, 5.002], [-3.259, -0.146, -1.827], [2.086, 1.446, 1.980], [5.807, -0.439, -1.242], [0.582, -3.542, -6.174], [2.736, -5.037, 4.548], [-4.113, 8.643, 2.263], [3.223, -5.237, 2.405], [-6.161, -0.025, -0.771], [7.245, -3.157, -0.051], [-5.392, -3.543, 1.251], [3.637, 1.577, 7.927], [1.933, -0.684, -5.397], [2.419, 4.289, -3.218], [1.592, 4.993, -3.118], [-0.749, 3.771, -6.659], [1.871, -4.919, -1.871], [3.456, -7.279, -0.953], [-3.746, 2.127, 0.012], [-4.414, -3.494, 1.004], [0.581, -5.084, -6.936], [-5.665, -1.004, 1.398], [-5.845, -3.578, 0.349], [-2.131, -2.347, 1.112], [2.682, -4.421, 3.650], [-2.261, -0.637, 3.555], [-0.316, 1.159, -0.427], [-2.706, -4.447, 0.316], [-4.655, -3.281, 3.981], [-2.270, 2.315, -1.773], [-1.211, -1.334, -5.048], [5.070, 2.295, 2.924], [-0.877, 1.543, 1.888], [-2.624, -3.394, -4.477], [6.351, 1.676, 3.134], [-3.915, 4.396, 0.188], [-0.942, 5.948, 5.328], [-4.744, -2.345, -6.243], [2.794, -6.239, 2.397], [-3.601, 6.288, 5.026], [2.006, -4.262, 0.818], [0.097, 1.384, -6.087], [-6.151, 2.155, 5.362], [-3.922, 3.780, -5.878], [0.648, 1.575, -4.386], [-3.941, -1.765, 3.314], [-0.066, 6.409, -5.288], [2.293, -1.047, 1.586], [0.071, 4.271, 4.378], [2.798, 6.009, -4.473], [4.063, 3.867, 2.000], [-3.725, 3.322, 5.594], [-1.682, 5.035, -5.808], [-4.698, 8.055, 2.970], [6.020, -6.253, -1.262], [5.321, -6.473, 0.734], [-2.320, 3.182, -3.990], [-6.634, 2.941, 5.942], [-5.151, 0.343, -0.953], [1.147, -7.087, -1.818], [-2.442, 7.288, 4.001], [7.469, -6.283, -1.016], [-4.505, -1.585, -4.214], [-6.594, -0.238, -1.748], [1.525, 0.746, 8.128], [-6.302, -0.432, -6.892], [5.380, 0.556, 6.175], [-4.579, -0.627, -3.698], [7.449, -8.161, -0.028], [-1.689, 3.472, 0.079], [5.144, -5.676, 0.012], [0.264, 4.333, -3.523], [5.017, 2.916, 0.952], [-2.240, -2.809, -1.860], [-3.349, 2.854, -5.830], [-1.072, -0.101, 1.464], [2.628, -7.210, 0.561], [5.403, 1.179, 5.381], [-1.894, -0.946, -4.292], [-0.009, -4.452, -6.271], [5.928, -5.554, -2.093], [5.883, 2.022, 5.662], [2.852, -1.216, -5.644], [2.271, 1.724, 7.080], [5.498, -1.503, 4.683], [-2.049, 3.040, -5.037], [-1.964, 0.999, 4.059], [5.869, 4.059, 2.105], [1.646, -0.820, -4.354], [1.597, 7.068, -3.707], [-3.638, 4.149, 2.614], [-3.152, 3.905, 3.558], [7.190, 0.471, 4.698], [5.038, -2.184, 0.042], [-4.214, 3.536, 4.644], [-5.782, 2.979, 3.424], [-3.972, -0.766, -6.171], [6.503, -1.788, -0.680], [-2.997, -1.990, -3.862], [3.160, -3.453, 3.798], [1.206, -1.151, -6.061], [0.799, 5.913, 3.182], [2.812, 1.837, 1.267], [2.635, 0.384, 6.208], [0.982, 4.455, 4.948], [1.762, 6.083, -4.142], [-3.084, 2.481, -6.819], [-3.466, -4.060, -4.290], [2.162, 0.807, -5.725], [-5.211, -1.806, 4.288], [0.231, 4.993, 3.043], [7.153, 2.395, 3.299], [0.130, -1.036, 3.219], [0.720, 1.382, -0.173], [-0.647, 4.912, -3.369], [6.205, 0.575, 4.244], [0.995, 0.698, 1.211], [-3.936, 2.053, -5.379], [-5.185, -2.352, -3.843], [-1.263, -5.833, -5.093], [7.847, -1.495, -1.602], [-3.817, 6.310, 2.062], [1.391, 3.516, -6.593], [8.978, -7.611, 0.024], [4.576, -0.778, 3.413], [-1.025, 0.479, -2.903], [1.608, 5.322, -2.079], [-5.027, 5.941, 3.265], [2.599, 1.280, -1.091], [0.793, 5.738, -5.298], [0.249, 4.290, -5.024], [-2.228, 5.164, 3.850], [7.107, -0.967, 0.531], [3.038, -4.541, 1.034], [6.635, 1.259, 2.168], [-2.351, -0.745, -1.885], [-2.641, -3.102, -5.527], [3.595, -5.389, -0.173], [-1.145, 4.093, -5.696], [-1.460, -3.815, 1.172], [-1.530, 2.089, -5.156], [-5.584, 1.609, 6.116], [7.888, -6.746, -1.910], [-0.197, -0.010, 3.388], [-0.911, -4.170, -6.815], [-4.587, -0.993, 1.235], [4.451, 1.341, 5.085], [1.609, -4.230, 3.648], [6.185, -1.342, 3.205], [0.272, -5.622, -4.401], [-4.773, 1.578, 3.816], [5.961, -2.620, -2.017], [-0.659, -3.168, -3.824], [-1.578, -0.018, 4.137], [-2.452, 3.095, 3.354], [-2.940, -2.073, -2.256], [3.335, -4.719, -1.527], [-3.067, 3.393, -0.811], [-5.773, 8.150, 2.816], [1.186, -1.380, -1.163], [0.695, -6.049, -0.506], [-0.380, 0.576, 1.965], [3.639, -3.675, -1.450], [-6.948, -1.210, -5.506], [0.919, 1.682, -5.436], [-3.087, 6.413, 4.073], [-4.366, 3.225, -1.857], [-6.188, -1.164, 0.119], [-1.419, -4.481, -3.037], [1.309, -4.063, -1.497], [-5.623, -4.405, 1.725], [-6.851, 0.725, -0.384], [-0.937, -5.402, 1.156], [-2.441, -0.069, -4.636], [2.893, -0.842, -1.010], [-0.673, -3.619, -0.254], [0.815, 2.456, -0.009], [2.782, -6.656, -0.365], [4.289, -5.389, 2.576], [-1.205, 4.954, 4.967]], "forces_ev_per_a": [[0.333, 0.292, 0.334], [-0.710, -0.561, -0.421], [0.271, -0.094, -0.054], [-0.595, 0.045, -0.469], [-0.067, 0.180, -0.069], [-0.971, 0.691, 1.104], [-0.123, 0.524, -0.175], [0.541, 0.296, 0.375], [-0.739, 0.490, -1.438], [0.226, 0.238, -0.152], [0.537, -0.083, 0.317], [-0.080, -0.007, 0.164], [0.390, -0.135, -0.574], [0.459, 1.133, 0.801], [-1.439, 0.021, -0.226], [-0.568, 0.910, 0.010], [0.268, -0.355, -0.179], [-0.237, -0.172, -0.255], [-0.075, -1.511, 0.546], [0.248, 0.397, 2.003], [-0.552, 0.223, -0.712], [0.200, -0.133, 0.664], [-0.474, 0.482, -0.528], [0.245, -0.037, -0.603], [0.009, 1.521, 0.271], [-0.131, -0.876, 0.219], [-0.533, -0.154, -0.272], [0.227, 0.447, -0.382], [0.173, -0.268, -0.126], [0.321, 0.268, 0.649], [-0.085, -0.552, -0.817], [1.515, -1.213, -1.544], [-0.096, 0.016, 0.276], [-0.486, -0.081, -0.519], [-0.155, -0.191, 1.000], [-1.213, -0.277, -0.136], [0.245, 0.172, 0.159], [0.483, -0.328, -0.053], [-0.142, -0.035, -0.403], [-0.687, -0.439, -1.249], [-0.154, -0.418, -0.443], [1.027, 0.804, -1.710], [-0.077, -0.135, -0.091], [-0.550, -0.462, 1.014], [0.035, 0.435, -0.478], [-0.947, 0.967, 0.101], [-0.647, -0.132, 0.045], [0.635, -0.992, -0.634], [1.001, -0.251, -0.171], [-0.706, 1.793, -0.372], [-1.838, -1.031, -1.015], [-1.133, 1.113, 0.271], [0.948, 1.036, -1.277], [-0.007, -0.401, 0.559], [0.516, 1.520, -1.240], [-0.250, 0.621, 0.007], [0.486, -0.459, 0.382], [-0.391, -0.293, 0.630], [0.082, -0.204, 0.075], [0.688, 1.432, -0.863], [-1.176, 0.088, 0.065], [-0.309, -0.009, 0.144], [0.035, 0.078, 0.486], [0.726, 0.059, 0.002], [-0.334, -0.210, -0.507], [-0.291, 0.494, 0.385], [-0.495, 0.035, 0.486], [-1.405, 1.066, -0.550], [-0.583, 1.159, 0.755], [-0.085, 0.264, -0.207], [0.427, 0.587, -0.714], [-0.154, -0.249, 0.116], [-0.867, -0.958, 0.319], [-0.960, -0.044, -0.367], [0.615, -0.722, -0.072], [-0.160, -0.105, -0.172], [1.368, 0.524, 0.174], [0.992, -0.292, 0.431], [-0.200, -0.438, 0.373], [1.880, -1.794, -0.004], [-0.805, 0.539, -0.224], [0.584, 0.005, -0.037], [-0.540, -0.710, -0.767], [-0.054, -0.107, -0.134], [-0.075, 0.076, 0.186], [-1.087, 1.153, -0.107], [0.211, -0.516, -0.934], [0.071, 0.014, 0.116], [-0.325, -0.191, 0.072], [-0.111, 0.688, 0.356], [0.384, 0.350, 0.305], [-0.349, 0.397, -0.614], [-0.989, -0.490, -1.093], [1.271, -0.577, -1.007], [-0.126, -0.051, 0.107], [-0.164, 0.040, 0.066], [-0.263, 0.122, 0.115], [0.646, 0.303, 0.331], [-0.173, -0.526, -0.094], [-0.004, -0.016, 0.111], [-0.025, -0.804, 0.378], [-0.150, -0.198, -0.131], [-0.355, -0.518, 0.108], [0.264, -0.686, -0.995], [0.003, -0.275, -0.177], [0.639, 0.635, -0.481], [-0.751, 0.640, -0.271], [-0.102, 0.511, -0.259], [0.169, 0.179, 0.609], [0.335, -0.756, -0.037], [0.407, 0.186, 0.216], [0.602, 0.395, 0.585], [-2.748, 1.803, 0.108], [-0.925, -0.046, 0.302], [0.466, 0.410, 0.007], [0.261, 0.596, -0.539], [0.017, 0.226, 0.460], [0.392, 0.211, -0.272], [0.235, -0.217, 0.576], [2.099, -0.939, 2.029], [2.412, 0.023, -0.689], [0.016, -0.879, 0.151], [-0.003, 0.325, -0.491], [0.159, -0.098, -0.096], [-0.207, -0.290, 0.446], [-0.407, -0.130, 0.131], [-0.627, -0.158, 0.684], [-0.919, -0.626, 0.952], [0.931, -1.583, -1.127], [-0.928, -0.292, 0.068], [0.672, 0.097, -0.258], [0.017, -0.597, -0.930], [0.591, -0.047, -0.124], [0.550, -0.222, -0.619], [-0.227, 0.439, 0.023], [0.939, -0.393, -0.776], [-0.996, -0.304, 2.054], [-0.864, -0.034, 0.635], [-0.260, 0.252, 0.004], [-0.453, 0.641, 0.302], [0.092, -0.088, 0.483], [-2.170, -0.137, 2.697], [-0.051, 0.572, 0.730], [0.130, -0.543, -0.642], [-0.173, 0.207, 0.022], [-0.136, 0.071, -0.228], [0.105, -0.156, 0.035], [-0.140, -0.012, -0.338], [-0.001, -0.029, 0.042], [0.420, 0.666, 0.333], [0.097, -0.515, -0.332], [1.148, 0.275, 0.363], [2.028, 1.405, 0.343], [-0.121, -0.291, -0.369], [0.244, -0.055, 0.135], [1.665, -1.365, -2.919], [0.421, -1.937, 1.437], [0.324, -0.175, -0.010], [-0.388, 0.219, 0.087], [0.051, 0.026, 0.188], [-0.148, -0.062, 0.047], [0.875, 0.135, -0.603], [-0.406, -0.263, 0.534], [0.389, -0.087, -0.146], [-0.248, 0.335, -0.293], [-0.083, 0.126, 0.049], [-0.695, 0.179, -0.349], [-1.137, 0.367, -0.218], [-0.767, 0.940, 0.205], [-0.148, 0.297, 0.807], [0.031, -0.207, 0.284], [-0.571, -0.298, 1.653], [0.290, 0.426, 0.901], [-0.277, 0.563, -0.132], [-0.006, -0.757, -0.652], [-0.190, 0.230, 0.213], [0.316, 0.079, 0.372], [0.077, -0.241, -0.509], [-0.889, 0.028, 1.224], [-0.061, -0.023, -0.151], [-0.599, -0.416, -0.483], [0.366, 0.893, 0.006], [-0.068, 0.746, 0.047], [0.371, 0.116, -0.366], [-0.275, 0.078, -0.100], [0.046, -0.089, 0.016], [0.166, -0.048, -0.315], [0.654, -0.024, 0.370], [0.975, -0.097, -0.177], [1.255, -0.035, -0.757], [-0.563, 0.141, 0.829], [0.578, -0.309, 0.155], [0.181, -0.785, 0.106], [-1.223, -0.074, 0.447], [0.196, -0.610, -0.191], [0.441, 0.238, 0.399], [0.876, -0.416, 0.564], [-0.212, -4.633, 0.695], [0.032, -0.056, 0.563], [-0.089, -0.328, 0.032], [0.337, 0.643, -0.184], [-0.988, -0.122, 0.171], [0.063, 0.053, -0.314], [0.567, 0.523, 0.374], [-0.584, 0.581, 0.158], [-0.129, 0.070, -0.708], [0.277, 0.500, -0.436], [0.009, 0.602, 0.450], [0.260, 0.057, 0.017], [-0.225, -0.021, 1.164], [0.588, -0.017, -0.003], [0.358, 0.520, -1.523], [0.007, -0.052, 0.150], [0.951, -0.948, -0.474], [0.318, 0.308, 0.480], [-1.620, -0.387, -0.883], [0.207, -0.216, -0.457], [0.141, -0.025, -0.084], [-0.078, -0.215, 0.099], [1.267, 0.113, 1.080], [0.308, -0.159, -0.182], [0.142, -0.199, 0.214], [0.524, 0.936, 0.778], [-0.220, -0.460, -0.169], [1.435, 1.008, 0.811], [-1.190, -0.238, -1.142], [-0.184, -0.123, 0.018], [-0.441, -0.329, -0.282], [0.424, -0.493, 0.201], [0.486, 0.413, 0.249], [0.216, 1.246, 0.576], [0.100, -0.106, -0.230], [0.032, -0.929, 0.539], [-0.214, 0.988, 0.361], [-0.031, -0.041, -0.148], [0.206, -0.303, -0.802], [0.074, 0.070, -0.079], [-0.004, -0.743, 0.295]], "mulliken_charge": [0.604, 0.336, -0.018, 0.642, -0.467, -1.287, 0.311, 0.415, -0.821, -0.194, 0.345, -0.706, -0.288, 0.199, 0.000, -0.436, -0.363, 0.131, -0.791, -0.570, 0.413, 0.480, 0.454, 0.108, -0.657, 0.153, 0.268, 0.039, 0.473, 0.530, -1.583, -0.384, 0.514, 0.454, 0.652, -0.409, 0.310, -0.347, -0.673, -1.284, -0.419, -0.409, 0.267, -1.664, -0.357, 0.123, 0.574, -1.270, 0.285, 1.506, -0.188, -0.390, 0.326, 0.370, -1.994, 0.507, 1.484, 0.401, 0.408, -1.170, -0.699, -0.396, 0.071, 0.493, 0.380, -0.447, -0.281, -0.362, -0.038, -0.385, -0.946, 0.329, -0.889, 0.324, 1.222, 0.358, -0.369, -0.272, 0.431, -0.170, 0.435, -0.522, -1.157, -0.982, -0.564, -0.521, 0.517, -0.569, -0.164, -0.058, 0.660, -0.653, -0.843, -0.276, 0.543, 0.432, 0.314, 0.511, -0.438, 0.490, -1.659, 0.457, -0.120, -0.021, 0.414, 0.363, 0.545, 0.327, 0.097, 0.384, 0.373, -1.481, -0.723, 0.531, -0.373, 0.386, -0.157, 0.564, 0.718, -0.524, -0.728, 0.281, -0.404, 0.441, 0.396, 0.095, 0.331, -0.340, -0.831, -0.522, 0.313, -0.859, -1.737, -0.534, 0.648, 0.083, -0.424, -1.004, 0.324, 0.387, 0.507, 1.335, 0.535, 2.241, -0.578, 0.402, 0.072, 0.351, 0.328, 0.176, 0.368, -0.676, -1.186, 0.390, 0.303, 1.572, 1.256, 0.170, 0.246, 0.380, 0.231, -0.339, 0.778, -0.632, 0.428, 0.333, -1.109, 0.487, -0.613, 0.563, 0.495, -0.424, 0.611, 0.120, 1.089, 0.322, 0.690, 0.520, -0.373, 0.035, 0.581, 0.419, 0.042, -0.368, 0.596, 0.140, 0.799, -0.602, 0.477, 0.507, -0.368, 0.958, 0.382, 0.923, 0.617, 1.027, -0.981, 2.107, -0.881, 0.381, 0.465, 0.077, 0.311, -0.308, -0.070, 0.083, 0.478, 0.168, -0.075, -0.402, -0.346, 1.806, -0.316, -0.254, -0.947, 1.678, 0.388, -0.966, 0.058, 0.017, 0.105, 0.443, 0.642, -1.211, -0.454, -0.419, 0.232, -1.421, 0.408, 0.426, -0.443, 0.014, -0.017, -0.606, 0.696, -0.964, 0.252, -1.162]}